# 1
{"formula": "C44H51Cl2CoN4O3SSi", "method": "ωB97M-V/def2-TZVPD", "symbols": ["Co", "Cl", "C", "C", "C", "N", "C", "O", "C", "C", "C", "C", "C", "N", "C", "C", "C", "Cl", "N", "C", "O", "C", "C", "C", "C", "C", "N", "H", "H", "H", "H", "H", "H", "H", "H", "H", "H", "C", "C", "C", "C", "Si", "C", "C", "C", "C", "C", "C", "C", "C", "H", "H", "H", "H", "H", "H", "H", "H", "H", "H", "H", "H", "H", "H", "H", "H", "H", "H", "H", "H", "H", "H", "H", "H", "H", "H", "H", "O", "S", "C", "C", "C", "C", "C", "C", "C", "C", "C", "C", "C", "C", "C", "C", "H", "H", "H", "H", "H", "H", "H", "H", "H", "H", "H", "H", "H", "H"], "xyz": [[-0.21, 0.28, 0.18], [-6.36, 0.23, -2.58], [-4.63, 0.17, -2.38], [-4.12, 0.26, -1.09], [-2.74, 0.20, -0.90], [-2.06, 0.24, 0.30], [-2.61, 0.01, 1.55], [-3.82, -0.17, 1.77], [-1.59, -0.01, 2.57], [-1.88, -0.21, 3.92], [-0.89, -0.20, 4.86], [0.45, 0.04, 4.42], [0.68, 0.23, 3.08], [-0.27, 0.21, 2.13], [-1.89, 0.07, -2.02], [-2.41, -0.04, -3.30], [-3.79, 0.01, -3.47], [-4.43, -0.13, -5.08], [-0.54, 0.03, -1.66], [0.48, -0.21, -2.49], [0.48, -0.34, -3.72], [1.75, -0.39, -1.71], [2.94, -0.68, -2.36], [4.06, -0.99, -1.60], [3.93, -1.04, -0.22], [2.71, -0.71, 0.35], [1.66, -0.34, -0.37], [-4.77, 0.34, -0.24], [-2.92, -0.36, 4.18], [-1.11, -0.34, 5.91], [1.28, 0.08, 5.11], [1.69, 0.44, 2.75], [-1.76, -0.15, -4.15], [2.94, -0.68, -3.44], [5.00, -1.22, -2.08], [4.76, -1.32, 0.42], [2.58, -0.75, 1.42], [-2.62, 3.90, -0.11], [-1.40, 4.01, 0.82], [-1.15, 5.50, 1.09], [-1.84, 3.37, 2.15], [0.14, 3.07, 0.04], [0.34, 3.68, -1.83], [-0.70, 3.03, -2.77], [0.22, 5.20, -2.01], [1.72, 3.26, -2.38], [1.75, 3.64, 1.03], [1.50, 3.63, 2.55], [2.88, 2.63, 0.80], [2.29, 5.03, 0.68], [-3.49, 4.33, 0.39], [-2.86, 2.86, -0.35], [-2.48, 4.45, -1.05], [-2.09, 5.96, 1.42], [-0.81, 6.05, 0.21], [-0.42, 5.66, 1.88], [-2.60, 4.01, 2.61], [-1.03, 3.25, 2.87], [-2.29, 2.40, 1.99], [-1.69, 2.93, -2.33], [-0.38, 2.05, -3.09], [-0.79, 3.65, -3.67], [-0.80, 5.54, -1.88], [0.51, 5.45, -3.04], [0.86, 5.78, -1.35], [1.90, 2.19, -2.25], [2.54, 3.80, -1.91], [1.75, 3.47, -3.45], [1.04, 2.71, 2.89], [0.86, 4.46, 2.86], [2.45, 3.75, 3.07], [2.62, 1.67, 1.24], [3.80, 2.98, 1.29], [3.11, 2.46, -0.25], [1.55, 5.82, 0.82], [2.65, 5.09, -0.35], [3.14, 5.26, 1.34], [-0.14, -2.38, 0.52], [-0.41, -3.49, 1.47], [-2.18, -3.50, 1.85], [-3.16, -3.62, 0.71], [-4.39, -4.22, 0.97], [-5.35, -4.33, -0.03], [-5.08, -3.85, -1.30], [-3.86, -3.26, -1.56], [-2.91, -3.13, -0.56], [-0.36, -5.08, 0.49], [0.36, -4.86, -0.80], [1.73, -4.61, -0.81], [2.40, -4.34, -1.99], [1.69, -4.29, -3.19], [0.33, -4.54, -3.20], [-0.33, -4.83, -2.01], [-2.34, -2.58, 2.42], [-2.29, -4.34, 2.54], [-4.60, -4.60, 1.96], [-6.30, -4.79, 0.19], [-5.82, -3.93, -2.08], [-3.64, -2.87, -2.55], [-1.97, -2.62, -0.77], [-1.39, -5.41, 0.32], [0.16, -5.79, 1.12], [2.28, -4.61, 0.13], [3.46, -4.14, -1.98], [2.21, -4.04, -4.11], [-0.22, -4.50, -4.12], [-1.40, -5.00, -2.01]], "lowdin_charge": [0.547, 0.630, -0.692, -0.045, -0.225, 0.030, -0.498, 0.011, -0.249, -0.052, -0.110, -0.106, -0.198, -0.001, -0.208, -0.048, -0.700, 0.620, 0.038, -0.477, 0.028, -0.171, 0.000, -0.057, -0.049, -0.119, 0.069, 0.102, 0.112, 0.082, 0.080, 0.077, 0.099, 0.121, 0.107, 0.104, 0.100, -0.101, -0.607, -0.103, -0.092, 0.956, -0.597, -0.094, -0.109, -0.105, -0.609, -0.111, -0.118, -0.106, 0.086, 0.063, 0.062, 0.081, 0.054, 0.057, 0.086, 0.060, 0.058, 0.058, 0.052, 0.088, 0.063, 0.080, 0.052, 0.056, 0.058, 0.088, 0.046, 0.062, 0.084, 0.033, 0.084, 0.061, 0.061, 0.057, 0.080, -0.529, 0.965, -0.281, -0.257, -0.048, -0.087, -0.083, -0.066, -0.047, -0.252, -0.290, -0.054, -0.090, -0.089, -0.067, -0.037, 0.081, 0.097, 0.109, 0.097, 0.101, 0.108, 0.098, 0.085, 0.087, 0.115, 0.096, 0.101, 0.105, 0.107], "energy_ev": -139946.61896, "spin_multiplicity": 4, "orbital_gap_ha": [0.1614, 0.2505], "charge": -1, "lumo_ev": [2.14, 2.08], "homo_energy_ev": [-2.25, -4.74]}



# 2
{"formula": "C32H54IN3O7", "method": "ωB97M-V/def2-TZVPD", "symbols": ["C", "C", "C", "O", "C", "C", "C", "C", "C", "C", "N", "C", "I", "C", "C", "C", "O", "C", "C", "C", "C", "C", "C", "C", "O", "N", "C", "C", "N", "C", "O", "H", "H", "H", "H", "H", "H", "H", "H", "H", "H", "H", "H", "H", "H", "H", "H", "H", "H", "H", "H", "H", "H", "H", "H", "H", "H", "H", "H", "H", "H", "H", "H", "H", "H", "H", "H", "C", "C", "C", "O", "H", "H", "H", "H", "H", "H", "C", "C", "C", "O", "H", "H", "H", "H", "H", "H", "C", "C", "C", "O", "H", "H", "H", "H", "H", "H"], "xyz": [[6.79, -2.47, -0.06], [5.69, -1.35, 0.17], [5.00, -0.89, -1.16], [4.15, 0.26, -1.00], [3.00, -0.12, -0.24], [1.85, 0.93, -0.32], [2.04, 2.36, 0.01], [3.43, 2.92, 0.40], [4.15, 2.17, 1.59], [5.36, 3.10, 2.04], [6.50, 3.04, 1.08], [0.87, 3.25, -0.06], [1.00, 5.36, 0.45], [-0.44, 2.79, -0.47], [-0.54, 1.36, -0.81], [0.54, 0.40, -0.74], [0.34, -0.91, -1.08], [-0.71, -1.53, -0.30], [-0.37, -3.05, 0.03], [0.26, -3.71, -1.27], [-1.79, -3.76, 0.21], [-2.63, -3.17, 1.42], [-1.68, -5.33, 0.28], [-2.03, 1.22, -1.24], [-2.61, 0.38, -1.86], [-2.73, 2.41, -0.79], [-3.32, 2.33, 0.60], [-4.87, 2.72, 0.47], [-5.75, 1.96, 1.38], [-1.80, 3.53, -0.64], [-2.03, 4.70, -0.69], [6.32, -3.47, -0.25], [7.38, -2.58, 0.89], [7.51, -2.22, -0.87], [6.24, -0.47, 0.62], [4.96, -1.79, 0.90], [5.79, -0.63, -1.92], [4.42, -1.76, -1.60], [3.31, -0.18, 0.84], [2.65, -1.15, -0.53], [4.10, 2.81, -0.50], [3.43, 4.01, 0.65], [3.51, 2.04, 2.49], [4.63, 1.23, 1.22], [5.02, 4.17, 2.04], [5.70, 2.88, 3.08], [6.62, 3.96, 0.64], [7.38, 2.93, 1.60], [-1.61, -1.59, -0.97], [-0.99, -0.96, 0.62], [0.27, -3.17, 0.94], [-0.52, -3.68, -2.07], [1.20, -3.18, -1.60], [0.56, -4.78, -1.09], [-2.36, -3.53, -0.73], [-2.95, -4.03, 2.07], [-1.99, -2.43, 1.96], [-3.52, -2.62, 1.01], [-0.91, -5.69, 1.01], [-1.41, -5.78, -0.71], [-2.66, -5.78, 0.58], [-3.16, 1.35, 1.10], [-2.85, 3.14, 1.22], [-5.17, 2.58, -0.59], [-4.96, 3.82, 0.72], [-5.30, 1.74, 2.27], [-6.06, 1.13, 0.89], [-3.09, -3.92, -4.71], [-1.62, -3.74, -4.98], [-1.23, -2.95, -6.20], [-0.78, -4.21, -4.24], [-3.23, -4.50, -3.80], [-3.56, -2.94, -4.57], [-3.56, -4.45, -5.54], [-1.62, -1.94, -6.13], [-1.62, -3.44, -7.10], [-0.14, -2.91, -6.27], [5.08, 3.57, 6.57], [4.26, 2.49, 5.93], [3.27, 1.75, 6.81], [4.38, 2.21, 4.76], [5.74, 4.01, 5.83], [4.43, 4.35, 6.96], [5.69, 3.15, 7.38], [2.54, 2.46, 7.21], [3.80, 1.26, 7.62], [2.75, 1.00, 6.22], [-9.63, 1.44, -2.72], [-8.47, 0.65, -2.16], [-7.08, 1.14, -2.48], [-8.64, -0.34, -1.48], [-10.56, 0.97, -2.41], [-9.60, 2.46, -2.34], [-9.58, 1.44, -3.81], [-6.94, 2.15, -2.09], [-6.92, 1.13, -3.56], [-6.35, 0.48, -2.01]], "lowdin_charge": [-0.124, -0.229, -0.212, -0.156, -0.164, 0.012, -0.136, -0.182, -0.167, -0.270, -0.019, -0.482, 0.894, -0.104, 0.025, -0.143, -0.057, -0.144, -0.277, -0.067, -0.387, -0.066, -0.097, -0.339, 0.128, 0.000, -0.114, -0.239, -0.018, -0.405, 0.092, 0.074, 0.072, 0.071, 0.111, 0.110, 0.131, 0.129, 0.116, 0.128, 0.131, 0.030, 0.104, 0.080, 0.109, 0.082, 0.061, 0.058, 0.121, 0.134, 0.143, 0.066, 0.077, 0.081, 0.124, 0.073, 0.066, 0.081, 0.086, 0.072, 0.078, 0.130, 0.128, 0.096, 0.113, 0.060, 0.059, -0.020, -0.495, -0.022, 0.053, 0.079, 0.087, 0.085, 0.087, 0.085, 0.083, -0.017, -0.484, -0.021, 0.054, 0.081, 0.088, 0.087, 0.087, 0.086, 0.083, -0.026, -0.506, -0.027, 0.064, 0.082, 0.086, 0.084, 0.077, 0.087, 0.080], "energy_ev": -60959.74032, "smiles": "CCCOCc1c(CCCN)c(I)c2c(c1OC[C@H](C)C(C)C)C(=O)N(CCN)C2=O.CC(C)=O.CC(C)=O.CC(C)=O", "orbital_gap_ha": 0.3043, "lumo_ev": -0.34, "homo_energy_ev": -8.62}



# 3
{"formula": "C5H7FO", "method": "ωB97M-V/def2-TZVPD", "symbols": ["C", "C", "C", "C", "C", "O", "F", "H", "H", "H", "H", "H", "H", "H"], "xyz": [[0.28, -1.05, -2.10], [-0.21, -0.67, -1.01], [-1.16, -2.72, 0.69], [0.21, -0.01, 1.32], [-0.53, 0.33, 0.01], [-0.55, -3.60, 1.13], [-2.52, -2.74, 0.74], [0.76, -0.69, -2.96], [0.34, -2.08, -2.30], [-0.11, -0.99, 1.51], [1.15, 0.16, 1.32], [-0.20, 0.52, 2.22], [-0.17, 1.22, -0.34], [-1.52, 0.38, 0.16]], "lowdin_charge": [0.018, -0.015, -0.284, -0.052, -0.214, 0.109, 0.028, 0.057, 0.057, 0.011, 0.011, 0.107, 0.087, 0.078], "energy_ev": -10057.66841, "orbital_gap_ha": [0.3448, 0.2573], "lumo_ev": [-0.04, -1.16], "homo_energy_ev": [-9.42, -8.17]}